1.
DFT (the ωB97M-V functional and the def2-TZVPD basis) results for a structure of composition C31H45BrEuN2P2.

Charge ... +2
M ... 739.531 u
2S+1 ... 8
<S²> ... 15.76
Max |F| ... 2.21 eV/Å
Highest occupied orbital energy (alpha / beta) ... -0.509 / -0.510 hartree
Total energy ... -143791.652 eV

Positions of all 82 atoms, in Å:
C 1.91103 3.85697 -1.03672
C 0.89377 3.35832 -1.88655
C 1.23407 3.15769 -3.24138
C 2.53491 3.45705 -3.67999
N 3.47621 3.89764 -2.85373
C 3.18060 4.12262 -1.57607
C -0.44789 3.07500 -1.40778
C -1.54692 2.85137 -0.88724
C -2.81046 2.67114 -0.20586
C -3.15462 1.38841 0.30193
C -4.23881 1.23187 1.18887
C -5.06289 2.32148 1.47695
C -4.85598 3.55198 0.83324
C -3.72304 3.73254 0.02371
Eu -0.57329 0.52963 1.18532
P 2.10191 -0.50087 -0.41526
H 0.49111 2.80565 -3.95625
H 1.71715 4.05844 0.01912
H 2.79792 3.32058 -4.72945
H 3.97431 4.52404 -0.94560
H -3.51347 4.71578 -0.40898
H -2.66055 0.47465 -0.11185
H -5.56202 4.36388 0.98742
H -4.44470 0.26157 1.63107
C 2.78854 -2.23640 -0.21933
C 3.92696 -2.65877 -1.15204
H 1.92671 -2.91212 -0.36283
H 3.10260 -2.32424 0.83368
H 4.19603 -3.70460 -0.94988
H 3.64268 -2.60550 -2.21163
H 4.84703 -2.07830 -1.00157
C 2.36481 -0.27542 -2.24914
C 3.75595 0.12810 -2.73000
H 1.63064 0.48234 -2.56495
H 2.06368 -1.21974 -2.72795
H 3.77251 0.16145 -3.82727
H 4.03229 1.13210 -2.38552
H 4.54789 -0.57557 -2.44732
C 3.40554 0.58025 0.32964
C 4.84383 0.07730 0.32223
H 3.08810 0.76376 1.36952
H 3.32800 1.54725 -0.18500
H 5.48166 0.78284 0.86806
H 4.94283 -0.89275 0.82138
H 5.27648 0.00515 -0.68190
Br -6.51934 2.05763 2.68869
P -1.47613 -1.57221 -1.39751
C -0.45959 -2.52711 -2.60862
C -1.06406 -3.78422 -3.23735
H 0.46654 -2.79114 -2.06238
H -0.17284 -1.81164 -3.39742
H -0.30291 -4.26108 -3.86965
H -1.35878 -4.52728 -2.48355
H -1.92204 -3.56973 -3.89201
C -2.65116 -2.80478 -0.65418
C -3.93975 -3.16583 -1.39408
H -2.91158 -2.38959 0.33872
H -2.05460 -3.71553 -0.47804
H -4.53335 -3.83836 -0.75850
H -4.57492 -2.29211 -1.59505
H -3.76523 -3.70919 -2.33391
C -2.50850 -0.43241 -2.42595
C -2.94579 -0.87781 -3.81768
H -1.91860 0.49777 -2.49766
H -3.38909 -0.17515 -1.81924
H -3.50877 -0.06154 -4.28804
H -2.09254 -1.08762 -4.47224
H -3.61564 -1.74725 -3.80240
N -0.50747 -1.73797 2.45675
C -0.61433 -1.19640 3.77846
C 0.38289 -1.53597 4.69280
C 0.63607 -0.64825 5.74261
C -0.08777 0.54980 5.85431
C -1.19039 0.77736 5.01828
C -1.52334 -0.15133 4.00877
H -1.32497 -2.25182 2.12691
H 0.34957 -2.25167 2.21124
H 0.97383 -2.44251 4.52439
H 1.41004 -0.88884 6.46791
H 0.20570 1.28605 6.61759
H -1.80205 1.67354 5.14528
H -2.44306 -0.04033 3.40375


2.
DFT (the ωB97M-V functional and the def2-TZVPD basis) results for a structure of composition C31H45ClN6O4PS2Y.

Charge ... 0
M ... 785.206 u
Max |F| ... 1.75 eV/Å
Highest occupied orbital energy ... -0.262 hartree
Total energy ... -94537.863 eV

Positions of all 91 atoms, in Å:
Y 0.41057 0.01868 0.13661
C 3.66167 3.71578 -0.61109
C 2.98727 2.37348 -0.73409
N 1.71307 2.22098 -0.53979
N 1.00517 3.34188 -0.35469
C 0.02737 3.42658 0.49281
N -0.73053 4.55508 0.42491
S -0.29783 2.34428 1.78041
C 3.79677 1.22298 -1.10079
C 5.17487 1.19488 -0.83109
C 5.93267 0.13288 -1.27509
C 5.30487 -0.87622 -1.99249
C 3.93357 -0.78712 -2.17339
N 3.18917 0.21568 -1.73759
H 2.90537 4.45658 -0.36489
H 4.14627 3.99548 -1.54719
H 4.41527 3.71398 0.17311
H -0.41683 5.28528 -0.18809
H -1.26753 4.80608 1.23431
H 5.63497 1.99008 -0.26839
H 6.99607 0.09178 -1.07799
H 5.86537 -1.70452 -2.39859
H 3.40027 -1.56352 -2.70549
Cl 2.72687 0.96488 2.06881
C 3.49007 -0.57032 2.36101
C 4.46787 -0.62432 3.34301
C 5.07567 -1.82902 3.64661
C 4.67657 -2.97312 2.97431
C 3.69047 -2.90152 2.01261
C 3.06637 -1.69822 1.64991
C 2.05427 -1.68362 0.55321
H 4.73907 0.27698 3.87091
H 5.85157 -1.86862 4.39561
H 5.14307 -3.92382 3.19001
H 3.39667 -3.80192 1.49151
H 1.60027 -2.68522 0.54081
H 2.64107 -1.65282 -0.37199
C -8.14203 1.48188 -0.41689
C -6.65733 1.27128 -0.44879
C -5.77683 2.32498 -0.25849
C -4.40233 2.12878 -0.22319
C -3.48903 3.29268 -0.00539
C -3.88673 0.83778 -0.37189
C -4.76143 -0.22652 -0.61299
C -4.24213 -1.61682 -0.83649
C -6.12783 0.00318 -0.64829
C -2.40553 0.57568 -0.21159
O -2.05243 -0.32732 0.58671
O -1.56733 1.25358 -0.85539
H -8.38783 2.53878 -0.48279
H -8.55573 1.09528 0.51521
H -8.62603 0.95618 -1.23779
H -6.16663 3.32598 -0.12249
H -4.04743 4.22348 0.06471
H -2.77213 3.36618 -0.82089
H -2.92013 3.14678 0.91111
H -3.48613 -1.61782 -1.62029
H -5.04693 -2.29232 -1.12259
H -3.77113 -1.97572 0.07611
H -6.80053 -0.82782 -0.81899
C -0.10403 0.44958 4.62211
S -0.43153 -1.21002 3.93711
C 1.04047 -2.00152 4.71191
O -0.08513 -1.13912 2.49531
H -0.27003 0.41268 5.69271
H -0.78883 1.14838 4.15091
H 0.91457 0.74028 4.38931
H 0.93747 -1.98602 5.78991
H 1.92977 -1.46852 4.39571
H 1.09087 -3.02492 4.35601
N -1.40953 -3.24082 0.92161
C -1.31933 -3.12602 -0.41789
N -2.00643 -4.06612 -1.14599
O -0.59473 -2.30422 -0.96729
H -2.13003 -3.80802 1.33121
H -1.04143 -2.46582 1.47041
H -2.76823 -4.57702 -0.73439
H -2.06333 -3.92152 -2.13969
C -1.29273 -0.17622 -3.42739
P 0.45317 -0.45892 -2.91109
C 0.70027 -2.02612 -3.87169
C 1.27647 0.70508 -4.09409
H -1.41123 -0.27232 -4.50669
H -1.60723 0.80868 -3.09319
H -1.90493 -0.91612 -2.91999
H 0.40667 -1.87992 -4.91019
H 0.08467 -2.80112 -3.42339
H 1.73667 -2.35042 -3.84339
H 0.76037 0.70448 -5.05289
H 2.31197 0.40358 -4.23129
H 1.26917 1.70998 -3.67999


3.
DFT (the ωB97M-V functional and the def2-TZVPD basis) results for a cluster of 3 separate species, C31H45F3N2O6 in total.

SMILES ... CCc1ccc2c(c1)C(=O)c1c(CCC(F)(F)F)cccc1C2=O.COCCNCCOC.COCCNCCOC
Charge ... 0
M ... 598.703 u
Max |F| ... 4.84 eV/Å
Highest occupied orbital energy ... -0.317 hartree
Total energy ... -56282.502 eV

Positions of all 87 atoms, in Å:
C 0.37030 -2.28910 -0.81962
C 1.28623 -1.01483 -1.18448
C 0.38965 0.22377 -1.73195
C 1.01330 1.64561 -1.49244
C 0.23944 2.94300 -1.92921
C -1.13459 2.76757 -2.61171
C -1.73231 1.33097 -2.86444
C -0.99371 0.01463 -2.44586
C -3.17758 1.27923 -3.58227
O -3.44576 0.48483 -4.52197
C -4.22445 2.37357 -3.02100
C -5.71849 2.03737 -2.73690
C -6.31756 0.54681 -2.94093
C -6.57519 -0.11058 -1.46684
C -5.71250 -1.44158 -1.22968
F -6.35264 -2.48420 -1.97750
F -5.77023 -1.88453 0.13746
F -4.37386 -1.35441 -1.67827
C -6.63558 3.20797 -2.23893
C -6.04938 4.64518 -2.00996
C -4.53733 4.97040 -2.27482
C -3.62560 3.80960 -2.77995
C -2.04830 4.01902 -3.06471
O -1.55762 5.06143 -3.55471
H -0.27124 -2.55290 -1.74035
H 0.96963 -3.21226 -0.51178
H -0.32769 -2.01718 0.06063
H 2.14943 -1.25121 -1.88962
H 1.73286 -0.62525 -0.18992
H 2.02161 1.71851 -0.96989
H 0.62433 4.00047 -1.76367
H -1.43533 -1.02566 -2.61307
H -5.60671 -0.13771 -3.50926
H -7.31922 0.63924 -3.47668
H -6.33556 0.64354 -0.62622
H -7.68433 -0.42448 -1.39538
H -7.74905 3.04551 -1.99296
H -6.75528 5.46105 -1.61468
H -4.07193 5.99756 -2.09867
C -0.94265 6.16611 4.62669
O 0.11756 5.26869 4.92061
C -0.30659 4.12302 5.66103
C -0.19235 2.86086 4.80497
N -1.19540 2.85346 3.73971
C -0.98756 1.79903 2.74497
C 0.28349 1.88191 1.88577
O 0.30506 2.99113 0.99412
C 0.80424 4.19134 1.56733
H -0.51117 7.06359 4.17998
H -1.63812 5.72534 3.90727
H -1.47746 6.45285 5.53682
H -1.31761 4.24194 6.06513
H 0.37847 4.02774 6.50974
H -0.33428 1.98061 5.44007
H 0.82192 2.82953 4.39238
H -1.17585 3.74875 3.26161
H -1.84928 1.83287 2.07131
H -1.02003 0.82506 3.24617
H 0.29866 0.99104 1.24811
H 1.20159 1.83808 2.48243
H 1.56064 4.00463 2.33465
H -0.01477 4.78803 1.97421
H 1.26529 4.77920 0.76851
C 5.11555 -7.43650 -2.18670
O 5.32057 -7.45487 -0.78177
C 6.60330 -6.95883 -0.39575
C 6.46028 -5.63464 0.35591
N 6.03884 -4.56027 -0.54382
C 5.65288 -3.33047 0.15074
C 4.41376 -3.39259 1.05740
O 3.19429 -3.60409 0.35322
C 2.88526 -4.96987 0.10785
H 4.17468 -7.94793 -2.39724
H 5.03810 -6.41022 -2.55584
H 5.92140 -7.96171 -2.70752
H 7.28422 -6.86322 -1.24826
H 7.03242 -7.69894 0.28741
H 7.42203 -5.37069 0.80716
H 5.73123 -5.78540 1.15940
H 5.24432 -4.87912 -1.08932
H 5.46270 -2.58208 -0.62484
H 6.50694 -2.96741 0.73341
H 4.31357 -2.41070 1.53185
H 4.52477 -4.11052 1.87726
H 3.26183 -5.63038 0.89349
H 3.26858 -5.27735 -0.86727
H 1.79700 -5.06796 0.07180


Which formula does entry 3 have? C31H45F3N2O6


Which formula does entry 1 have? C31H45BrEuN2P2